1.
The following is a quantum chemistry calculation of C54H46AsBrF3IN8O2Zr as an isolated structure in a non-equilibrium geometry, from OMol25.

Structure (ORCA input):
```
! wB97M-V def2-TZVPD RIJCOSX def2/J DEFGRID3
* xyz 0 1
Zr -0.19 0.55 -0.20
C -2.72 4.21 -4.97
C -3.30 4.89 -3.90
C -3.36 4.33 -2.64
C -2.81 3.07 -2.47
C -2.64 2.20 -1.32
N -3.32 2.34 -0.21
C -3.13 1.56 0.84
C -3.96 1.65 2.02
C -5.13 2.34 2.31
C -5.64 2.23 3.59
C -4.99 1.47 4.57
C -3.82 0.78 4.29
C -3.31 0.88 3.00
C -2.17 0.28 2.34
N -1.46 -0.65 2.94
C -0.74 -1.50 2.24
N -0.49 -1.47 0.90
C 0.00 -2.68 0.55
N 0.34 -3.08 -0.66
C 0.12 -2.37 -1.74
N -0.48 -1.15 -1.83
C -0.63 -0.88 -3.16
N -1.13 0.20 -3.71
C -1.67 1.16 -2.99
N -1.86 1.13 -1.64
C -2.21 2.39 -3.55
C -2.17 2.95 -4.81
C -0.09 -1.97 -3.97
C 0.04 -2.15 -5.33
C 0.69 -3.30 -5.76
C 1.19 -4.23 -4.85
C 1.06 -4.05 -3.49
C 0.41 -2.91 -3.06
C 0.09 -3.55 1.71
C 0.43 -4.89 1.89
C 0.38 -5.40 3.17
C -0.01 -4.62 4.25
C -0.40 -3.30 4.08
C -0.35 -2.78 2.80
N -2.09 0.70 1.05
H -2.69 4.69 -5.94
H -3.69 5.88 -4.06
H -3.79 4.85 -1.80
H -5.62 2.93 1.55
H -6.55 2.74 3.85
H -5.41 1.43 5.56
H -3.32 0.19 5.04
H -1.70 2.43 -5.63
H -0.34 -1.42 -6.03
H 0.81 -3.48 -6.82
H 1.71 -5.10 -5.23
H 1.46 -4.76 -2.78
H 0.70 -5.50 1.04
H 0.64 -6.44 3.34
H -0.02 -5.05 5.24
H -0.73 -2.69 4.91
Br 5.76 -5.81 -1.25
C 6.00 -4.95 0.42
C 7.19 -5.12 1.09
C 7.40 -4.50 2.31
C 6.40 -3.71 2.86
C 5.21 -3.54 2.17
C 4.99 -4.15 0.94
I 3.16 -3.83 -0.06
H 7.96 -5.74 0.66
H 8.33 -4.63 2.84
H 6.54 -3.23 3.81
H 4.42 -2.92 2.59
C 4.07 0.07 1.23
As 2.45 0.39 2.30
C 3.10 1.86 3.44
C 2.34 -1.17 3.47
O 0.99 0.77 1.65
H 4.87 -0.10 1.95
H 4.32 0.94 0.62
H 3.97 -0.80 0.59
H 4.06 1.58 3.89
H 2.39 2.09 4.23
H 3.24 2.74 2.82
H 3.25 -1.25 4.06
H 2.23 -2.06 2.84
H 1.48 -1.09 4.12
F 1.82 -0.22 -2.65
C 2.50 -1.00 -1.75
F 1.79 -0.36 -0.45
F 3.70 -0.36 -1.65
C -1.91 3.86 2.32
C -0.60 4.61 2.24
C 0.47 3.84 3.01
C -0.15 4.88 0.82
C -0.04 6.22 0.49
C 0.54 6.66 -0.69
C 1.13 5.72 -1.49
C 1.04 4.36 -1.21
C 1.89 3.43 -2.03
C 2.86 2.69 -1.11
C 1.04 2.45 -2.84
C 0.27 3.88 -0.11
O 0.03 2.57 0.03
H -2.26 3.79 3.35
H -1.72 2.86 1.95
H -2.68 4.33 1.72
H -0.73 5.59 2.72
H 0.64 2.88 2.52
H 0.13 3.66 4.03
H 1.40 4.41 3.04
H -0.41 6.96 1.19
H 0.59 7.71 -0.92
H 1.70 6.03 -2.36
H 2.47 4.04 -2.73
H 2.29 2.14 -0.35
H 3.51 3.41 -0.62
H 3.48 2.00 -1.69
H 0.55 1.75 -2.13
H 1.66 1.89 -3.53
H 0.29 2.99 -3.41
*
```

Kohn-Sham gap in eV: 4.7
Energy above the lowest of the compared OMol25 structures with the same formula, charge and spin in kJ/mol: 255.5

Mulliken population analysis, charges in e, atoms 1 to 99: number 1, Zr, carries -1.44; number 2, C, carries -0.68; number 3, C, carries -0.76; number 4, C, carries -0.33; number 5, C, carries 0.47; number 6, C, carries 0.17; number 7, N, carries -0.33; number 8, C, carries -0.63; number 9, C, carries 0.61; number 10, C, carries -0.23; number 11, C, carries -0.77; number 12, C, carries -0.67; number 13, C, carries -0.35; number 14, C, carries 0.38; number 15, C, carries 0.00; number 16, N, carries -0.30; number 17, C, carries 0.04; number 18, N, carries 0.23; number 19, C, carries -0.44; number 20, N, carries -0.38; number 21, C, carries 0.12; number 22, N, carries -0.20; number 23, C, carries 0.05; number 24, N, carries -0.46; number 25, C, carries -0.12; number 26, N, carries -0.22; number 27, C, carries 0.15; number 28, C, carries -0.40; number 29, C, carries 0.29; number 30, C, carries -0.42; number 31, C, carries -0.72; number 32, C, carries -0.80; number 33, C, carries -0.20; number 34, C, carries 0.44; number 35, C, carries 0.55; number 36, C, carries 0.08; number 37, C, carries -0.92; number 38, C, carries -0.85; number 39, C, carries 0.03; number 40, C, carries -0.43; number 41, N, carries 0.63; number 42, H, carries 0.41; number 43, H, carries 0.42; number 44, H, carries 0.55; number 45, H, carries 0.56; number 46, H, carries 0.42; number 47, H, carries 0.44; number 48, H, carries 0.55; number 49, H, carries 0.56; number 50, H, carries 0.60; number 51, H, carries 0.40; number 52, H, carries 0.43; number 53, H, carries 0.59; number 54, H, carries 0.72; number 55, H, carries 0.44; number 56, H, carries 0.44; number 57, H, carries 0.56; number 58, Br, carries -0.20; number 59, C, carries 0.00; number 60, C, carries -0.44; number 61, C, carries -0.56; number 62, C, carries -0.78; number 63, C, carries -0.02; number 64, C, carries -0.09; number 65, I, carries 0.46; number 66, H, carries 0.39; number 67, H, carries 0.37; number 68, H, carries 0.40; number 69, H, carries 0.45; number 70, C, carries -0.96; number 71, As, carries 0.83; number 72, C, carries -1.35; number 73, C, carries -0.92; number 74, O, carries 0.43; number 75, H, carries 0.54; number 76, H, carries 0.34; number 77, H, carries -0.11; number 78, H, carries 0.53; number 79, H, carries 0.39; number 80, H, carries 0.32; number 81, H, carries 0.63; number 82, H, carries -0.16; number 83, H, carries 0.48; number 84, F, carries -0.23; number 85, C, carries -1.02; number 86, F, carries 1.06; number 87, F, carries -0.29; number 88, C, carries -1.31; number 89, C, carries 0.34; number 90, C, carries -1.35; number 91, C, carries 0.15; number 92, C, carries -1.16; number 93, C, carries -1.36; number 94, C, carries -0.78; number 95, C, carries -0.24; number 96, C, carries 0.11; number 97, C, carries -1.66; number 98, C, carries -1.85; number 99, C, carries 0.48

=====

2.
The following is a quantum chemistry calculation of a 2-piece molecular cluster, C6H16O overall in a non-equilibrium geometry, from OMol25.

Structure (ORCA input):
```
! wB97M-V def2-TZVPD RIJCOSX def2/J DEFGRID3
* xyz 0 1
C -0.12 2.55 0.78
C 0.58 1.24 1.09
C -0.03 0.01 0.39
C -1.38 -0.37 1.06
C 0.93 -1.18 0.51
C 0.52 -2.40 -0.30
H -1.20 2.49 0.91
H 0.05 2.86 -0.25
H 0.18 3.34 1.46
H 1.63 1.29 0.80
H 0.48 1.00 2.16
H -0.30 0.16 -0.67
H -1.99 0.52 1.25
H -1.95 -0.99 0.38
H -1.21 -0.87 2.01
H 0.98 -1.43 1.56
H 1.95 -0.87 0.24
H -0.45 -2.74 0.08
H 1.15 -3.28 -0.19
H 0.35 -2.21 -1.36
O -0.38 0.18 -4.13
H 0.47 -0.22 -4.27
H -0.26 0.93 -3.53
*
```

Kohn-Sham gap in eV: 11.7
Energy above the lowest of the compared OMol25 structures with the same formula, charge and spin in kJ/mol: 16.7
Structure (SMILES): CCC(C)CC.O

Computed Mulliken charges, given in elementary charges: number 1, C, carries -1.25; number 2, C, carries -0.49; number 3, C, carries 0.73; number 4, C, carries -1.51; number 5, C, carries -0.59; number 6, C, carries -1.22; number 7, H, carries 0.32; number 8, H, carries 0.29; number 9, H, carries 0.37; number 10, H, carries 0.36; number 11, H, carries 0.28; number 12, H, carries 0.05; number 13, H, carries 0.40; number 14, H, carries 0.40; number 15, H, carries 0.31; number 16, H, carries 0.29; number 17, H, carries 0.34; number 18, H, carries 0.30; number 19, H, carries 0.38; number 20, H, carries 0.28; number 21, O, carries -0.64; number 22, H, carries 0.32; number 23, H, carries 0.31

=====

3.
The following is a quantum chemistry calculation of a 16-piece molecular cluster, C20H72N6O16 overall in a non-equilibrium geometry, from OMol25.

Structure (ORCA input):
```
! wB97M-V def2-TZVPD RIJCOSX def2/J DEFGRID3
* xyz 0 1
C -0.36 2.18 4.75
C -0.82 1.93 3.40
O -1.24 3.14 2.86
H -1.21 2.28 5.41
H 0.22 3.10 4.66
H 0.25 1.36 5.21
H -1.63 1.21 3.27
H -0.03 1.51 2.76
H -2.10 2.96 2.41
C 3.28 -2.80 1.85
C 4.14 -4.03 1.45
O 5.50 -3.59 1.59
H 3.24 -2.19 0.98
H 3.62 -2.20 2.68
H 2.24 -2.97 2.05
H 3.95 -4.34 0.39
H 4.08 -4.89 2.17
H 5.89 -3.63 0.73
C -3.02 -0.75 1.17
C -4.02 -1.13 2.34
O -4.24 0.06 2.99
H -2.69 -1.62 0.65
H -2.21 -0.26 1.70
H -3.34 0.11 0.57
H -3.59 -1.82 3.10
H -4.85 -1.65 1.94
H -3.80 0.00 3.85
C 1.07 4.94 0.73
C 1.35 4.85 2.23
O 1.51 3.49 2.45
H 0.47 4.05 0.37
H 1.90 4.97 0.14
H 0.62 5.93 0.63
H 0.52 5.25 2.81
H 2.29 5.40 2.48
H 0.67 3.13 2.69
C -0.10 0.04 -0.07
O -0.08 1.41 0.24
N -0.80 -0.47 -1.07
N 0.65 -0.82 0.58
H -1.30 0.22 -1.66
H -1.06 -1.43 -1.17
H 1.42 -0.39 1.14
H 0.83 -1.75 0.21
C -1.39 -3.28 2.68
O -2.14 -3.65 3.82
N -1.44 -3.91 1.58
N -0.69 -2.20 2.67
H -1.81 -4.93 1.78
H -0.57 -3.81 1.03
H -0.67 -1.60 3.49
H -0.21 -1.78 1.87
C 4.25 3.15 0.31
O 4.62 4.33 0.91
N 4.92 2.56 -0.62
N 3.25 2.45 0.62
H 5.88 2.90 -0.84
H 4.54 1.74 -1.05
H 2.55 2.94 1.26
H 3.05 1.60 0.17
C -1.19 -4.97 -2.40
O -0.68 -5.59 -1.33
H -0.41 -4.93 -3.14
H -1.55 -3.93 -2.31
H -1.98 -5.49 -2.87
H -1.43 -6.00 -0.79
C -0.69 4.46 -2.19
O -1.05 5.55 -1.38
H 0.11 4.85 -2.81
H -1.51 4.19 -2.90
H -0.34 3.61 -1.61
H -0.31 6.13 -1.12
C 1.81 -3.02 -1.35
O 0.66 -3.27 -0.52
H 2.70 -3.46 -0.87
H 1.97 -1.98 -1.51
H 1.67 -3.49 -2.32
H 0.15 -3.97 -0.97
C -3.59 -2.37 -3.42
O -3.01 -2.05 -2.17
H -4.57 -1.82 -3.56
H -3.77 -3.43 -3.42
H -2.89 -2.21 -4.21
H -3.58 -1.44 -1.71
C -1.89 0.77 -4.25
O -2.23 1.18 -2.92
H -2.61 0.00 -4.59
H -0.88 0.41 -4.45
H -1.90 1.59 -4.96
H -3.12 1.47 -3.00
C 1.59 1.28 -2.72
O 1.31 -0.13 -2.76
H 2.06 1.67 -1.74
H 0.60 1.72 -2.73
H 2.10 1.63 -3.61
H 0.62 -0.39 -2.08
C -2.69 2.94 0.23
O -3.30 2.36 1.39
H -2.57 2.27 -0.64
H -1.75 3.30 0.57
H -3.17 3.85 -0.16
H -3.04 1.42 1.40
C 2.16 0.27 3.57
O 2.60 0.17 2.21
H 2.88 -0.16 4.16
H 1.20 -0.26 3.83
H 2.23 1.35 3.88
H 3.27 0.87 1.99
C -0.30 -2.28 -4.90
O -0.68 -1.56 -6.02
H -0.66 -3.31 -4.84
H -0.62 -1.73 -3.97
H 0.78 -2.25 -4.98
H 0.12 -1.13 -6.36
*
```

Kohn-Sham gap in eV: 8.8
Energy above the lowest of the compared OMol25 structures with the same formula, charge and spin in kJ/mol: 267.9

Mulliken population analysis, charges in e, atoms 1 to 99: number 1, C, carries -1.26; number 2, C, carries 1.00; number 3, O, carries -0.71; number 4, H, carries 0.47; number 5, H, carries 0.26; number 6, H, carries 0.20; number 7, H, carries -0.33; number 8, H, carries -0.24; number 9, H, carries 0.52; number 10, C, carries -0.50; number 11, C, carries -0.37; number 12, O, carries -0.53; number 13, H, carries 0.01; number 14, H, carries 0.40; number 15, H, carries 0.18; number 16, H, carries 0.22; number 17, H, carries 0.26; number 18, H, carries 0.30; number 19, C, carries -0.09; number 20, C, carries -0.90; number 21, O, carries -0.58; number 22, H, carries 0.29; number 23, H, carries -0.65; number 24, H, carries 1.17; number 25, H, carries 0.25; number 26, H, carries 0.41; number 27, H, carries 0.34; number 28, C, carries -1.47; number 29, C, carries -0.62; number 30, O, carries -0.52; number 31, H, carries 0.26; number 32, H, carries 0.69; number 33, H, carries 0.35; number 34, H, carries 0.49; number 35, H, carries 0.32; number 36, H, carries -0.17; number 37, C, carries 0.16; number 38, O, carries 1.00; number 39, N, carries 1.94; number 40, N, carries 1.57; number 41, H, carries -0.75; number 42, H, carries -0.57; number 43, H, carries -0.77; number 44, H, carries -0.17; number 45, C, carries 0.05; number 46, O, carries -0.81; number 47, N, carries -0.03; number 48, N, carries 0.27; number 49, H, carries 0.30; number 50, H, carries 0.17; number 51, H, carries 0.18; number 52, H, carries -0.09; number 53, C, carries 0.51; number 54, O, carries -0.75; number 55, N, carries -0.27; number 56, N, carries -0.06; number 57, H, carries 0.28; number 58, H, carries 0.17; number 59, H, carries -0.12; number 60, H, carries 0.08; number 61, C, carries -0.62; number 62, O, carries -0.58; number 63, H, carries 0.27; number 64, H, carries 0.02; number 65, H, carries 0.59; number 66, H, carries 0.32; number 67, C, carries -0.35; number 68, O, carries -0.55; number 69, H, carries 0.46; number 70, H, carries 0.18; number 71, H, carries -0.06; number 72, H, carries 0.32; number 73, C, carries -0.34; number 74, O, carries -0.54; number 75, H, carries -0.42; number 76, H, carries 0.31; number 77, H, carries 0.47; number 78, H, carries 0.14; number 79, C, carries -0.80; number 80, O, carries -0.34; number 81, H, carries 0.35; number 82, H, carries 0.27; number 83, H, carries 0.20; number 84, H, carries 0.20; number 85, C, carries -0.83; number 86, O, carries -0.41; number 87, H, carries 0.25; number 88, H, carries 0.12; number 89, H, carries 0.46; number 90, H, carries 0.18; number 91, C, carries 0.39; number 92, O, carries -0.56; number 93, H, carries -0.45; number 94, H, carries -0.19; number 95, H, carries 0.40; number 96, H, carries -0.10; number 97, C, carries 0.49; number 98, O, carries -0.77; number 99, H, carries -0.48

=====

4.
The following is a quantum chemistry calculation of a 2-piece molecular cluster, C2H8NO overall in a non-equilibrium geometry, from OMol25.

Structure (ORCA input):
```
! wB97M-V def2-TZVPD RIJCOSX def2/J DEFGRID3
* xyz 1 1
N 1.16 2.20 0.58
H 0.84 2.37 1.54
H 1.96 1.60 0.85
H 1.45 3.09 0.17
H 0.49 1.64 0.03
O 0.12 -0.06 -0.66
C -0.87 -0.75 -0.45
C -0.87 -2.26 -0.47
H -1.73 -0.14 -0.11
H -0.82 -2.63 0.55
H -1.78 -2.54 -1.00
H 0.04 -2.50 -1.02
*
```

Kohn-Sham gap in eV: 10.4
Energy above the lowest of the compared OMol25 structures with the same formula, charge and spin in kJ/mol: 52.8

Computed Mulliken charges, given in elementary charges: number 1, N, carries -0.45; number 2, H, carries 0.39; number 3, H, carries 0.38; number 4, H, carries 0.39; number 5, H, carries 0.32; number 6, O, carries -0.61; number 7, C, carries 0.24; number 8, C, carries -0.90; number 9, H, carries 0.35; number 10, H, carries 0.31; number 11, H, carries 0.31; number 12, H, carries 0.27

=====

5.
The following is a quantum chemistry calculation of a 2-piece molecular cluster, C4H13N overall in a non-equilibrium geometry, from OMol25.

Structure (ORCA input):
```
! wB97M-V def2-TZVPD RIJCOSX def2/J DEFGRID3
* xyz 1 2
C -4.39 0.71 1.30
C -3.71 -0.66 1.36
H -4.44 0.99 0.25
H -3.83 1.44 1.86
H -5.39 0.68 1.74
H -2.78 -0.62 0.79
H -3.46 -1.04 2.35
H -4.33 -1.42 0.88
C 2.30 -0.67 -1.33
C 3.75 -0.24 -1.02
N 3.77 1.15 -0.63
H 1.72 -0.05 -2.00
H 2.28 -1.68 -1.74
H 1.82 -0.78 -0.36
H 4.08 -0.77 -0.13
H 4.42 -0.34 -1.89
H 4.54 1.47 -0.04
H 3.65 1.82 -1.39
*
```

Kohn-Sham gap (alpha / beta) in eV: 9.9 / 4.5
Energy above the lowest of the compared OMol25 structures with the same formula, charge and spin in kJ/mol: 8.8

Computed Mulliken charges, given in elementary charges: number 1, C, carries -0.78; number 2, C, carries -0.79; number 3, H, carries 0.25; number 4, H, carries 0.27; number 5, H, carries 0.27; number 6, H, carries 0.21; number 7, H, carries 0.30; number 8, H, carries 0.27; number 9, C, carries -1.02; number 10, C, carries -0.17; number 11, N, carries -0.11; number 12, H, carries 0.37; number 13, H, carries 0.32; number 14, H, carries 0.33; number 15, H, carries 0.32; number 16, H, carries 0.31; number 17, H, carries 0.33; number 18, H, carries 0.32